# C30H51N2O2P2W

A molecular structure, C30H51N2O2P2W (ωB97M-V/def2-TZVPD, the Open Molecules 2025 dataset).

As for the LUMO energy (spin up / spin down): -12.54 / -12.26 eV. Its HOMO-LUMO gap (spin up / spin down) is 4.6 / 6.1 eV. The spin multiplicity is 3. Its net charge is +3. The expectation value of S² is 2.096.

The geometry in XYZ format:
```
88
Properties=species:S:1:pos:R:3:forces:R:3:lowdin_spin:R:1
W 0.756 0.525 0.082 -2.63 -0.67 0.13 0.621
P -0.029 1.251 2.311 0.42 1.00 2.65 0.048
P 0.677 0.228 -2.368 -0.53 0.51 -2.90 0.006
O 3.389 2.353 0.368 -5.76 -4.67 -1.76 0.126
O 3.449 -0.727 0.981 -3.72 1.66 -1.37 0.026
N -0.143 -1.393 0.174 -0.67 -1.87 -0.35 0.027
N -1.228 1.391 -0.412 -0.19 0.26 0.16 0.101
C -3.546 2.797 -1.132 0.00 -0.53 -0.89 0.014
C -1.420 -4.353 -1.075 0.09 -0.02 -0.27 0.002
C 2.168 2.960 2.747 0.06 -0.24 0.14 0.003
C -2.991 1.831 -2.013 -0.36 0.71 0.84 0.139
C -1.836 1.168 -1.613 0.47 -0.18 0.19 0.052
C 2.641 1.973 -3.363 0.05 -0.09 -0.03 0.002
C -0.182 -1.337 3.528 0.34 0.01 -0.01 0.006
C 1.353 -1.416 -3.156 0.19 -0.54 0.29 -0.006
C -0.599 -2.470 0.263 0.54 1.14 -0.12 0.036
C -1.223 2.452 1.781 -0.81 0.01 -0.11 0.419
C 1.944 1.087 4.370 -0.14 -0.21 0.04 0.001
C -1.560 0.427 4.679 0.26 0.55 0.15 0.003
C -2.957 3.030 0.091 0.78 -0.21 0.86 0.145
C 0.389 3.096 4.465 -0.35 -0.03 0.01 0.001
C 1.916 -1.311 -4.586 0.04 0.42 -0.17 -0.002
C 0.335 2.947 -2.940 0.07 0.02 -0.06 0.009
C -2.529 -3.747 1.124 -0.16 0.40 0.14 0.000
C 1.155 2.122 3.545 0.26 0.37 0.09 0.008
C -1.786 2.299 0.507 -0.96 0.24 -1.36 0.014
C 0.717 1.575 -4.962 -0.06 -0.26 -0.10 0.001
C 2.436 -0.251 0.618 6.34 -4.10 2.70 0.006
C 2.477 -1.907 -2.221 0.16 0.08 0.01 -0.002
C -1.031 -0.068 3.321 -0.67 -0.71 -0.37 0.039
C 2.392 1.661 0.260 6.20 6.03 -0.93 0.082
C 0.229 -2.469 -3.198 -0.14 0.23 0.11 0.000
C -0.197 -4.738 1.133 0.38 0.15 0.14 0.004
C 1.122 1.726 -3.478 0.12 0.34 0.11 0.012
C -1.189 0.141 -2.518 0.03 -0.02 0.28 0.005
C -1.182 -3.821 0.362 -0.13 -0.54 0.08 0.004
C -2.268 -0.373 2.447 -0.14 -0.01 -0.08 0.005
H -3.441 1.617 -2.986 0.15 0.10 0.40 0.005
H -0.757 0.578 5.420 -0.40 -0.10 -0.31 0.000
H 1.663 3.685 2.090 0.17 -0.08 0.12 0.002
H 2.916 -2.835 -2.633 -0.18 0.45 0.26 0.000
H -2.128 1.367 4.572 0.16 -0.40 0.12 0.001
H 3.281 -1.158 -2.122 -0.16 -0.28 -0.12 0.000
H -2.800 -1.250 2.862 0.25 0.50 -0.19 0.000
H -2.962 -4.762 1.175 0.28 0.44 -0.08 0.000
H -2.251 -0.334 5.094 0.33 0.25 -0.35 0.001
H -1.872 -5.358 -1.016 0.17 0.46 0.12 0.000
H -3.374 3.766 0.785 0.14 -0.27 -0.29 0.004
H 0.776 3.861 -3.379 -0.24 -0.40 0.20 0.000
H -3.240 -3.084 0.607 0.15 -0.27 0.17 0.000
H -2.383 -3.375 2.150 -0.06 -0.23 -0.35 0.000
H 0.768 -4.821 0.609 -0.33 -0.03 0.16 0.000
H -4.443 3.353 -1.424 0.38 -0.23 0.12 -0.002
H -0.824 -2.157 3.904 0.21 0.42 -0.18 0.002
H 0.368 3.044 -1.848 0.13 0.09 -0.09 0.005
H 3.227 1.120 -3.748 -0.20 0.42 0.18 0.000
H 2.946 2.162 -2.325 -0.02 0.03 -0.27 0.001
H -2.106 -3.690 -1.629 0.16 -0.32 0.17 0.000
H 2.341 -2.296 -4.856 -0.22 0.40 0.23 -0.001
H -0.474 -4.428 -1.636 -0.49 -0.20 0.35 0.000
H 2.733 1.611 4.941 -0.37 -0.20 -0.32 0.001
H 2.096 -2.114 -1.209 0.10 -0.14 -0.26 -0.001
H 1.311 0.553 5.097 0.33 0.26 -0.28 0.000
H -0.108 3.881 3.872 0.23 -0.17 0.30 0.001
H 1.115 3.593 5.137 -0.31 -0.27 -0.36 0.000
H -0.012 -4.348 2.148 -0.09 -0.22 -0.34 0.000
H 2.437 0.347 3.716 -0.07 0.19 0.27 0.000
H -0.724 2.898 -3.241 0.38 0.09 0.06 0.002
H -0.568 -2.197 -3.910 0.31 -0.14 0.23 0.000
H 0.296 -1.662 2.591 -0.13 -0.05 0.41 0.001
H 0.657 -3.435 -3.526 -0.14 0.46 0.15 0.000
H -0.225 -2.620 -2.208 0.25 0.12 -0.51 0.000
H 2.910 2.862 -3.964 -0.13 -0.40 0.27 0.000
H -1.555 0.241 -3.554 0.26 -0.04 0.43 0.000
H 0.615 -1.180 4.270 -0.35 -0.13 -0.30 0.000
H 2.726 -0.570 -4.673 -0.30 -0.38 -0.01 0.000
H -0.306 1.174 -5.076 0.38 0.18 -0.04 0.000
H -1.465 -0.867 -2.162 -0.05 0.37 -0.17 0.000
H 2.798 3.523 3.461 -0.32 -0.22 -0.35 0.000
H -0.639 -5.745 1.219 0.12 0.49 -0.09 0.001
H -1.737 3.110 2.490 0.36 -0.11 -0.29 0.015
H -2.962 0.483 2.446 0.15 -0.36 0.06 0.003
H -2.004 -0.580 1.399 -0.25 -0.01 0.38 0.000
H 1.134 -1.075 -5.324 0.31 -0.16 0.30 0.000
H 2.829 2.325 2.138 -0.47 0.64 1.55 0.000
H 1.408 0.947 -5.538 -0.30 0.34 0.25 0.000
H 0.725 2.580 -5.423 0.00 -0.40 0.27 0.001
H -0.365 2.603 5.094 0.34 0.27 -0.21 0.000
```
Forces are in eV/Å.

***

# C4H9NO2

A single C4H9NO2 molecule (ωB97M-V/def2-TZVPD, the Open Molecules 2025 dataset).

As for the LUMO energy: 0.87 eV. Its SMILES is COCCNC=O. Its HOMO-LUMO gap is 10.6 eV. The spin multiplicity is 1. Its net charge is 0.

The geometry in XYZ format:
```
16
Properties=species:S:1:pos:R:3:forces:R:3:mulliken_charge:R:1
O 3.448 -0.160 -0.966 -0.17 -0.08 0.30 -0.569
O -1.225 -0.303 0.536 0.03 -0.05 0.00 -0.307
N 1.503 -0.387 0.204 0.10 -0.05 0.02 -0.079
C -0.672 0.392 -0.559 0.12 0.10 -0.21 -0.464
C -2.428 0.272 0.979 -0.26 0.09 0.12 -0.722
C 0.623 -0.297 -0.941 -0.08 0.02 -0.16 -0.549
C 2.852 -0.365 0.074 0.02 0.04 -0.07 0.008
H -0.484 1.443 -0.286 -0.01 -0.14 0.00 0.342
H -2.778 -0.314 1.833 0.04 0.10 -0.13 0.241
H 3.371 -0.544 1.035 -0.03 0.05 -0.12 0.333
H -2.283 1.317 1.294 0.00 -0.16 -0.04 0.307
H 0.404 -1.296 -1.339 0.02 0.12 0.04 0.257
H 1.086 -0.655 1.083 0.12 0.03 -0.08 0.227
H 1.144 0.268 -1.719 -0.10 -0.08 0.08 0.338
H -3.196 0.250 0.190 0.11 -0.01 0.11 0.283
H -1.365 0.380 -1.416 0.10 0.01 0.13 0.354
```
Forces are in eV/Å.

***

# C42H55GePPdSbSe2Si

A molecular structure, C42H55GePPdSbSe2Si (ωB97M-V/def2-TZVPD, the Open Molecules 2025 dataset).

As for the LUMO energy (spin up / spin down): 4.48 / 4.25 eV. Its HOMO-LUMO gap (spin up / spin down) is 5.3 / 5.2 eV. The spin multiplicity is 2. Its net charge is -2. The expectation value of S² is 0.772.

The geometry in XYZ format:
```
104
Properties=species:S:1:pos:R:3:forces:R:3:lowdin_spin:R:1
Sb -0.354 3.041 -1.705 -0.09 0.10 -0.06 0.003
Pd 0.016 0.795 -0.394 0.24 -0.12 0.17 0.238
Se 1.597 1.774 2.264 -0.12 0.14 0.25 0.133
Se -2.544 0.877 -0.958 -0.24 0.14 0.00 0.409
Ge -0.675 -1.469 0.261 0.08 -0.07 0.14 -0.004
P -0.541 1.742 1.848 0.54 -0.25 -0.27 0.099
Si 2.192 0.352 -1.627 -0.20 -0.11 0.04 0.030
C -0.811 0.425 4.344 0.04 0.01 -0.07 0.007
C -0.935 5.705 2.939 0.00 0.00 -0.02 0.000
C -1.542 -0.210 5.341 -0.04 -0.04 0.01 0.000
C 2.224 0.259 -3.607 -0.02 -0.06 -0.07 -0.002
C -1.218 3.416 2.224 -0.10 -0.07 -0.01 0.015
C 1.095 4.496 -2.497 -0.09 -0.06 0.03 0.002
C -4.426 -2.918 2.970 0.03 -0.15 -0.06 0.000
C -2.056 -2.595 2.689 0.03 -0.07 -0.03 -0.001
C -1.933 -3.812 -1.074 -0.04 -0.18 0.13 0.000
C 0.941 0.855 -4.185 -0.04 0.13 -0.08 -0.001
C 3.181 1.943 -1.288 -0.03 0.26 0.08 0.010
C -4.631 -2.262 1.762 0.02 -0.04 -0.09 0.000
C -1.426 0.797 3.154 -0.04 0.18 0.04 0.012
C 2.101 -2.829 3.228 -0.01 0.00 0.01 0.000
C 0.641 -2.602 1.296 -0.09 0.01 0.04 0.001
C -1.500 4.596 -0.801 0.01 0.08 -0.02 -0.002
C 1.698 -4.727 1.825 0.00 0.01 0.01 0.000
C -0.783 -2.334 -2.541 -0.07 0.00 -0.14 0.000
C -2.576 3.669 2.031 -0.06 -0.04 0.08 0.005
C 3.380 1.100 -4.165 0.10 0.08 -0.02 0.000
C -3.130 -3.082 3.429 0.01 -0.11 -0.13 0.000
C -3.109 4.919 2.302 0.04 0.02 0.04 -0.001
C 2.316 -4.169 2.938 0.00 0.01 -0.01 0.000
C 2.873 -2.418 -1.125 0.12 0.04 0.04 0.000
C -1.094 -3.144 -3.624 -0.02 -0.06 -0.03 0.000
C -1.573 3.141 -3.462 0.03 0.05 -0.03 0.004
C -1.828 -4.308 -3.429 0.02 0.04 -0.01 0.000
C 3.659 -0.703 0.496 0.03 0.01 -0.03 0.000
C 4.819 -0.970 -1.657 0.03 0.01 -0.03 0.002
C 0.872 -3.950 1.023 -0.08 -0.06 0.07 0.000
C 1.276 -2.061 2.415 -0.02 -0.03 0.02 0.000
C -2.290 5.945 2.759 -0.02 -0.03 -0.02 0.006
C -3.509 -0.114 3.966 -0.04 0.31 0.15 -0.001
C -2.235 -1.922 1.478 0.00 -0.22 -0.08 -0.003
C -2.250 -4.638 -2.148 -0.01 0.01 0.01 0.000
C -2.894 -0.468 5.160 0.04 0.17 0.00 0.004
C -1.184 -2.651 -1.251 0.06 0.00 0.08 -0.002
C -0.403 4.450 2.674 0.03 0.02 0.01 0.009
C 2.385 -1.144 -4.212 0.11 0.15 -0.06 0.000
C -2.777 0.501 2.964 -0.08 0.14 0.06 0.003
C 3.436 -1.001 -0.993 -0.01 -0.07 0.07 0.006
C -3.555 -1.779 1.031 0.00 -0.14 -0.03 0.001
H 4.336 -1.455 0.925 -0.02 -0.01 0.02 0.000
H -1.687 5.335 -1.583 0.00 0.00 0.00 0.000
H 0.030 0.474 -3.719 0.00 -0.05 0.02 0.000
H 0.885 0.663 -5.267 -0.01 0.01 0.01 0.000
H -3.234 0.714 2.003 0.00 0.06 0.04 -0.001
H -5.638 -2.128 1.379 0.00 0.00 0.00 0.000
H 3.033 2.239 -0.246 0.03 -0.02 -0.04 0.000
H 0.244 0.641 4.473 -0.01 0.01 0.02 0.004
H 2.887 -2.779 -2.150 0.03 -0.02 -0.18 0.000
H 3.316 -1.628 -3.923 0.04 0.02 0.02 0.000
H -5.266 -3.298 3.542 -0.01 0.01 0.01 0.000
H 2.964 -4.771 3.566 0.00 0.00 0.00 0.000
H -3.462 -0.967 5.937 0.00 -0.02 0.00 0.000
H -2.835 -5.536 -1.982 0.00 0.00 0.00 0.000
H -1.314 2.390 -4.200 0.04 -0.10 -0.06 0.000
H 1.143 -1.009 2.649 -0.01 0.00 0.01 0.000
H 4.108 0.284 0.641 0.02 -0.03 0.00 0.000
H 0.655 4.253 2.806 -0.02 0.00 0.01 0.004
H 5.460 -1.718 -1.169 0.01 0.01 0.00 0.000
H 0.940 1.941 -4.065 -0.04 0.00 0.04 0.000
H 1.862 -5.772 1.580 0.00 0.00 0.00 0.000
H 4.800 -1.210 -2.722 -0.02 0.01 0.06 0.000
H -3.727 -1.270 0.092 -0.02 0.02 -0.04 0.004
H 1.580 -1.817 -3.952 -0.30 -0.17 0.15 0.000
H 1.779 4.820 -1.712 -0.02 -0.01 0.01 0.000
H 2.397 -1.052 -5.308 -0.03 -0.02 0.02 0.000
H -1.050 -0.503 6.261 0.00 0.00 0.00 0.000
H 3.309 2.149 -3.867 0.01 -0.11 -0.06 0.000
H -4.165 5.097 2.135 0.00 0.01 0.00 0.000
H 5.312 -0.001 -1.542 -0.01 0.00 0.01 0.000
H -0.283 6.499 3.288 0.00 0.01 0.00 0.000
H -0.774 -2.861 -4.621 0.00 0.00 0.00 0.000
H 0.526 5.352 -2.865 0.04 0.02 -0.01 0.000
H 4.252 1.820 -1.478 -0.01 0.00 0.01 0.001
H -2.438 4.162 -0.465 0.03 0.04 -0.05 0.000
H 1.677 4.068 -3.315 -0.01 0.02 0.00 0.000
H 2.582 -2.370 4.085 0.01 0.00 0.00 0.000
H -4.552 -0.353 3.795 0.09 0.06 0.04 0.000
H -2.284 -4.082 -0.080 0.05 0.03 -0.11 0.000
H -2.595 2.973 -3.132 0.02 0.01 0.00 0.005
H 2.731 -0.716 1.063 0.08 0.04 -0.10 0.000
H -1.457 4.141 -3.888 0.00 -0.01 -0.01 0.000
H 4.359 0.732 -3.847 -0.03 0.00 0.01 0.000
H 2.835 2.771 -1.911 0.01 -0.08 0.11 0.000
H 1.850 -2.477 -0.775 -0.07 0.03 -0.03 0.000
H -2.078 -4.945 -4.270 0.00 -0.01 0.00 0.000
H -0.984 5.068 0.034 -0.02 -0.02 -0.01 0.000
H -0.250 -1.409 -2.692 0.14 0.16 -0.04 -0.001
H -2.705 6.926 2.962 0.00 0.00 0.00 0.000
H -1.061 -2.745 3.087 0.02 0.00 -0.02 0.000
H 0.403 -4.411 0.160 -0.01 0.00 -0.02 0.000
H -3.212 2.892 1.625 0.00 -0.03 -0.01 0.000
H -2.943 -3.584 4.372 0.00 0.01 0.00 0.000
H 3.463 -3.120 -0.519 -0.01 0.00 0.01 0.000
H 3.354 1.066 -5.264 0.02 0.00 -0.01 0.000
```
Forces are in eV/Å.

***

# C4H8NO2

A gas-phase ion, C4H8NO2 (charge -1) (ωB97M-V/def2-TZVPD, the Open Molecules 2025 dataset).

As for the LUMO energy: 4.27 eV. Its SMILES is CN[C@H](C)C(=O)[O-]. Its HOMO-LUMO gap is 8.0 eV. The spin multiplicity is 1. Its net charge is -1.

The geometry in XYZ format:
```
15
Properties=species:S:1:pos:R:3:forces:R:3:mulliken_charge:R:1
O -0.848 0.220 2.113 -0.52 -0.20 -0.23 -0.732
O -0.406 2.163 1.037 -0.45 -0.16 0.05 -0.739
N -0.404 -0.745 -0.679 -0.25 0.57 0.15 -0.654
C -0.390 0.917 1.184 1.48 0.91 -0.11 0.425
C 0.473 0.138 0.135 0.35 -0.88 0.42 0.571
C -1.173 0.105 -1.607 -0.39 -1.08 -0.29 -0.854
C 1.543 -0.683 0.869 -0.31 -0.11 -0.33 -1.596
H -1.539 1.016 -1.129 0.30 0.32 -0.33 0.346
H 2.134 -0.037 1.519 -0.05 0.04 0.07 0.351
H 1.081 -1.466 1.467 0.04 -0.04 0.07 0.258
H -1.100 -1.038 0.005 0.20 -0.38 0.08 0.354
H -0.605 0.229 -2.532 0.20 0.68 0.21 0.256
H 1.079 0.743 -0.541 -0.64 0.62 -0.11 0.281
H 2.210 -1.117 0.119 0.03 -0.20 0.09 0.429
H -2.056 -0.446 -1.959 0.01 -0.08 0.26 0.306
```
Forces are in eV/Å.

***

The calculation returns the following E_tot values, one per record and in order: -59388.2939; -9878.7652; -258841.6752; -9864.0823 eV.
The calculation returns the following max |F| values, one per record and in order: 8.694; 0.355; 0.651; 1.743 eV/A.